21
Properties=species:S:1:pos:R:3 method="wB97M-V/def2-TZVPD" relative_energy_kj_mol=0.0 smiles="CO[C@]1(Br)C=C(F)C(F)=C[C@]1(C)Br" lumo_ha=-0.001 multiplicity=1 e_homo_ev=-9.46
C 0.580 -1.258 -2.417
O 0.783 -0.206 -1.495
C 0.564 -0.468 -0.167
Br 2.015 -1.735 0.481
C -0.754 -1.141 0.103
C -1.842 -0.379 0.207
F -3.057 -0.911 0.360
C -1.740 1.077 0.189
F -2.875 1.770 0.042
C -0.562 1.680 0.337
C 0.675 0.866 0.585
C 0.881 0.740 2.091
Br 2.219 1.832 -0.172
H 0.936 -0.880 -3.372
H -0.478 -1.524 -2.493
H 1.162 -2.140 -2.133
H -0.810 -2.218 0.110
H -0.482 2.754 0.358
H 1.847 0.294 2.319
H 0.095 0.121 2.520
H 0.843 1.726 2.548

***

17
Properties=species:S:1:pos:R:3 method="wB97M-V/def2-TZVPD" relative_energy_kj_mol=443.9 lumo_ha=0.032 multiplicity=1 e_homo_ev=-6.88
C -1.471 1.363 0.703
C -1.313 -0.882 -0.941
N -0.099 -0.903 -0.477
C 0.547 -1.369 0.741
C 0.941 -0.184 -0.039
C 2.199 0.324 -0.628
H -2.189 0.688 1.181
H -1.192 2.141 1.409
H -1.951 1.811 -0.173
H -2.056 -1.532 -0.501
H -1.563 -0.186 -1.731
H -0.065 -1.245 1.643
H 1.099 -2.309 0.668
H -0.482 0.903 0.446
H 2.753 0.873 0.141
H 2.008 1.010 -1.460
H 2.835 -0.501 -0.982